[1]
{
  "formula": "C46H38BrN3O3PS2Ta",
  "method": "ωB97M-V with the def2-TZVPD basis set",
  "spin_multiplicity": 1,
  "charge": 2,
  "e_above_lowest_ev": 0.000,
  "molar_mass_da": 1036.8,
  "orbital_gap_ev": 5.8,
  "largest_force_ha_per_bohr": 0.0203,
  "lumo_ev": -6.83,
  "elements": ["Ta", "S", "P", "S", "C", "C", "C", "C", "C", "C", "C", "C", "C", "C", "C", "C", "H", "H", "H", "H", "H", "H", "H", "H", "H", "H", "C", "C", "C", "C", "C", "N", "C", "O", "N", "C", "C", "C", "C", "N", "C", "C", "C", "H", "H", "H", "H", "H", "H", "H", "H", "H", "H", "H", "H", "H", "Br", "C", "C", "C", "C", "C", "C", "C", "O", "O", "H", "H", "H", "H", "C", "C", "C", "C", "C", "C", "C", "C", "C", "C", "C", "C", "C", "C", "H", "H", "H", "H", "H", "H", "H", "H", "H", "H", "H"],
  "positions_angstrom": [[-0.525, 1.056, -0.941], [-1.768, -0.392, -2.516], [-1.174, -2.095, -1.555], [0.103, -1.302, -0.185], [-0.400, -3.279, -2.642], [-1.228, -4.076, -3.435], [-0.661, -4.974, -4.320], [0.722, -5.089, -4.401], [1.542, -4.305, -3.604], [0.985, -3.391, -2.724], [-2.568, -2.895, -0.763], [-3.879, -2.488, -0.982], [-4.920, -3.191, -0.391], [-4.649, -4.290, 0.408], [-3.337, -4.698, 0.626], [-2.293, -4.006, 0.040], [-2.307, -4.004, -3.357], [-1.295, -5.594, -4.938], [1.160, -5.802, -5.086], [2.617, -4.410, -3.664], [1.620, -2.775, -2.102], [-4.092, -1.633, -1.611], [-5.942, -2.882, -0.563], [-5.463, -4.839, 0.862], [-3.132, -5.562, 1.243], [-1.272, -4.335, 0.196], [-2.860, -3.955, 5.328], [-1.720, -2.999, 5.534], [-0.614, -3.013, 4.688], [0.454, -2.150, 4.871], [0.418, -1.219, 5.905], [1.466, -0.290, 6.142], [2.367, 0.260, 5.278], [3.465, 0.633, 5.613], [2.001, 0.360, 3.912], [0.826, 0.792, 3.343], [-0.282, 1.275, 4.053], [-1.404, 1.674, 3.358], [-1.412, 1.642, 1.976], [-0.344, 1.218, 1.283], [0.736, 0.785, 1.954], [-0.674, -1.198, 6.765], [-1.723, -2.085, 6.583], [-2.501, -4.984, 5.277], [-3.389, -3.742, 4.398], [-3.578, -3.892, 6.143], [-0.569, -3.738, 3.884], [1.319, -2.220, 4.227], [1.755, -0.177, 7.102], [2.830, 0.446, 3.343], [-0.253, 1.354, 5.128], [-2.271, 2.042, 3.886], [-2.265, 1.993, 1.413], [1.574, 0.439, 1.360], [-0.701, -0.488, 7.584], [-2.558, -2.063, 7.272], [-4.112, 5.995, -5.325], [-3.248, 5.850, -3.661], [-3.146, 6.965, -2.833], [-2.513, 6.873, -1.601], [-1.984, 5.667, -1.181], [-2.088, 4.554, -2.021], [-2.715, 4.638, -3.268], [-1.529, 3.290, -1.606], [-1.448, 2.265, -2.375], [-1.062, 3.054, -0.426], [-3.563, 7.908, -3.159], [-2.438, 7.750, -0.973], [-1.492, 5.578, -0.222], [-2.781, 3.770, -3.909], [6.149, 3.499, -0.913], [5.571, 3.012, -2.082], [4.263, 2.568, -2.081], [3.510, 2.619, -0.899], [4.095, 3.146, 0.262], [5.411, 3.567, 0.261], [2.128, 2.185, -0.798], [1.382, 1.406, -1.628], [1.817, 0.714, -2.865], [1.273, 1.054, -4.102], [1.705, 0.408, -5.251], [2.678, -0.577, -5.172], [3.223, -0.919, -3.940], [2.790, -0.286, -2.789], [7.176, 3.838, -0.924], [6.146, 2.985, -2.997], [3.822, 2.206, -2.997], [3.506, 3.224, 1.169], [5.857, 3.961, 1.163], [1.645, 2.562, 0.104], [0.521, 1.831, -4.168], [1.286, 0.681, -6.210], [3.018, -1.074, -6.070], [3.992, -1.678, -3.881], [3.220, -0.542, -1.828]]
}

[2]
{
  "formula": "C43H33ClF5N4O2Yb",
  "method": "ωB97M-V with the def2-TZVPD basis set",
  "s2": 0.7509,
  "spin_multiplicity": 2,
  "charge": -2,
  "e_above_lowest_ev": 0.942,
  "molar_mass_da": 941.2,
  "orbital_gap_ev": [3.5, 3.5],
  "largest_force_ha_per_bohr": 0.0145,
  "lumo_ev": [3.41, 3.41],
  "elements": ["Yb", "N", "C", "C", "C", "C", "C", "C", "C", "C", "C", "C", "C", "C", "H", "H", "H", "H", "H", "H", "H", "H", "H", "H", "N", "C", "C", "C", "C", "N", "C", "C", "H", "H", "H", "H", "C", "N", "C", "C", "O", "H", "H", "H", "H", "H", "H", "H", "Cl", "C", "H", "H", "F", "C", "C", "F", "C", "F", "C", "O", "C", "F", "C", "F", "C", "C", "C", "C", "C", "C", "C", "C", "C", "C", "C", "C", "C", "C", "C", "H", "H", "H", "H", "H", "H", "H", "H", "H", "H"],
  "positions_angstrom": [[0.783, 0.340, -1.105], [-0.147, 0.860, 1.501], [0.554, 1.127, 2.667], [0.185, 0.409, 3.809], [0.743, 0.683, 5.039], [1.675, 1.710, 5.140], [2.088, 2.366, 3.992], [1.607, 2.063, 2.709], [2.197, 2.700, 1.475], [3.266, 3.598, 1.662], [3.867, 4.268, 0.613], [3.402, 4.050, -0.676], [2.386, 3.126, -0.862], [1.756, 2.391, 0.161], [-0.214, 1.657, 0.886], [-0.976, 0.296, 1.616], [-0.556, -0.380, 3.704], [0.442, 0.114, 5.910], [2.092, 1.991, 6.101], [2.829, 3.141, 4.118], [3.679, 3.775, 2.645], [4.698, 4.939, 0.801], [3.851, 4.561, -1.522], [2.073, 2.954, -1.892], [-7.309, -0.080, -1.282], [-6.168, -0.060, -1.201], [-4.726, -0.010, -1.098], [-4.106, 1.070, -0.492], [-2.723, 1.097, -0.437], [-1.951, 0.135, -0.934], [-2.556, -0.906, -1.491], [-3.935, -1.023, -1.600], [-4.692, 1.876, -0.075], [-2.219, 1.938, 0.017], [-1.906, -1.693, -1.852], [-4.377, -1.893, -2.063], [-0.548, 5.028, -4.203], [-0.935, 3.847, -3.467], [-1.738, 2.854, -4.163], [-0.449, 3.605, -2.238], [-0.626, 2.573, -1.617], [0.114, 4.765, -5.032], [-0.025, 5.719, -3.544], [-1.431, 5.527, -4.611], [-2.741, 3.252, -4.349], [-1.790, 1.959, -3.551], [-1.269, 2.591, -5.112], [0.131, 4.441, -1.821], [3.049, -1.367, -2.926], [3.009, 0.338, -2.170], [3.182, 0.985, -3.030], [3.921, 0.360, -1.573], [0.166, -3.105, -7.392], [0.201, -2.176, -6.415], [0.065, -2.540, -5.084], [-0.088, -3.832, -4.767], [0.084, -1.572, -4.112], [-0.035, -1.906, -2.815], [0.238, -0.196, -4.368], [0.235, 0.675, -3.414], [0.370, 0.120, -5.727], [0.528, 1.413, -6.094], [0.354, -0.841, -6.721], [0.478, -0.470, -8.010], [0.593, -1.602, 0.167], [0.382, -2.255, 1.190], [0.161, -2.983, 2.399], [-1.165, -2.880, 2.948], [-1.512, -3.100, 4.317], [-2.798, -2.902, 4.792], [-3.832, -2.475, 3.959], [-3.522, -2.230, 2.621], [-2.242, -2.421, 2.129], [1.283, -3.683, 2.995], [2.611, -3.351, 2.623], [3.708, -4.019, 3.134], [3.561, -5.064, 4.047], [2.270, -5.427, 4.415], [1.161, -4.765, 3.906], [-0.739, -3.379, 5.015], [-2.999, -3.066, 5.848], [-4.833, -2.313, 4.343], [-4.301, -1.881, 1.946], [-2.024, -2.219, 1.086], [2.748, -2.544, 1.912], [4.702, -3.719, 2.817], [4.424, -5.586, 4.446], [2.122, -6.254, 5.105], [0.178, -5.117, 4.179]]
}

[3]
{
  "formula": "C18H18IN5O2RuS",
  "method": "ωB97M-V with the def2-TZVPD basis set",
  "s2": 8.7874,
  "spin_multiplicity": 6,
  "charge": 1,
  "molar_mass_da": 596.4,
  "orbital_gap_ev": [7.1, 6.0],
  "largest_force_ha_per_bohr": 0.0232,
  "lumo_ev": [-3.78, -5.18],
  "elements": ["Ru", "C", "C", "N", "C", "C", "C", "O", "C", "C", "N", "C", "C", "C", "C", "C", "C", "I", "C", "O", "H", "H", "H", "H", "H", "H", "H", "H", "H", "H", "H", "H", "S", "C", "N", "C", "N", "C", "C", "N", "H", "H", "H", "H", "H", "H"],
  "positions_angstrom": [[2.119, -0.170, -0.846], [0.539, 0.995, -5.081], [-0.404, 1.129, -3.927], [-1.680, 1.243, -4.143], [-2.537, 1.357, -3.085], [-2.150, 1.339, -1.786], [-3.171, 1.507, -0.693], [-3.232, 0.384, 0.194], [-0.753, 1.199, -1.502], [-0.337, 1.205, -0.144], [0.881, 1.118, 0.310], [1.115, 1.400, 1.694], [0.132, 1.875, 2.565], [0.403, 2.130, 3.898], [1.677, 1.940, 4.410], [2.683, 1.512, 3.563], [2.390, 1.257, 2.233], [4.021, 0.705, 1.025], [0.139, 1.110, -2.586], [1.423, 1.007, -2.436], [-0.011, 1.113, -6.010], [1.024, 0.017, -5.067], [1.334, 1.740, -5.021], [-3.585, 1.473, -3.339], [-4.145, 1.702, -1.142], [-2.927, 2.367, -0.069], [-3.680, -0.334, -0.264], [-1.140, 1.273, 0.581], [-0.866, 2.077, 2.202], [-0.389, 2.498, 4.535], [1.895, 2.141, 5.450], [3.692, 1.382, 3.931], [5.607, -2.385, -3.100], [4.378, -1.702, -2.418], [3.428, -1.178, -1.895], [-0.728, -4.601, 1.251], [-0.486, -3.172, 1.490], [-1.293, -2.473, 2.499], [0.354, -2.504, 0.755], [1.113, -1.904, 0.116], [-0.608, -5.144, 2.187], [-0.013, -4.977, 0.525], [-1.739, -4.749, 0.873], [-1.238, -3.022, 3.437], [-2.332, -2.410, 2.176], [-0.901, -1.471, 2.651]]
}

[4]
{
  "formula": "C22H21BiClN2O4",
  "method": "ωB97M-V with the def2-TZVPD basis set",
  "spin_multiplicity": 1,
  "charge": 1,
  "molar_mass_da": 621.9,
  "orbital_gap_ev": 7.3,
  "largest_force_ha_per_bohr": 0.0060,
  "lumo_ev": -3.34,
  "elements": ["Bi", "C", "C", "O", "N", "C", "C", "C", "C", "C", "C", "N", "H", "H", "H", "H", "H", "H", "H", "H", "H", "H", "O", "C", "C", "C", "C", "C", "C", "C", "O", "O", "H", "H", "H", "H", "H", "Cl", "C", "C", "C", "C", "C", "C", "C", "H", "H", "H", "H", "H", "H"],
  "positions_angstrom": [[-0.303, -1.693, 0.095], [-1.191, 2.351, 2.148], [-1.433, 0.878, 2.001], [-0.754, 0.230, 1.183], [-2.369, 0.334, 2.776], [-2.756, -1.075, 2.760], [-3.649, -1.385, 1.582], [-5.021, -1.518, 1.708], [-5.778, -1.716, 0.562], [-5.142, -1.766, -0.667], [-3.762, -1.636, -0.701], [-3.034, -1.457, 0.399], [-0.390, 2.647, 1.478], [-0.919, 2.595, 3.175], [-2.096, 2.904, 1.891], [-2.882, 0.956, 3.381], [-3.258, -1.294, 3.700], [-1.850, -1.684, 2.726], [-5.489, -1.470, 2.683], [-6.852, -1.826, 0.629], [-5.695, -1.908, -1.583], [-3.214, -1.669, -1.635], [3.190, 0.834, -1.889], [2.302, 1.477, -2.661], [2.815, 2.432, -3.543], [1.976, 3.138, -4.374], [0.594, 2.922, -4.356], [0.078, 1.988, -3.492], [0.914, 1.252, -2.636], [0.284, 0.282, -1.747], [-0.935, 0.084, -1.678], [1.078, -0.432, -0.960], [2.729, 0.201, -1.313], [3.885, 2.590, -3.549], [2.396, 3.869, -5.051], [-0.056, 3.481, -5.013], [-0.985, 1.792, -3.452], [6.530, -0.003, -0.135], [5.005, -0.576, 0.446], [4.632, -1.890, 0.221], [3.405, -2.340, 0.687], [2.540, -1.491, 1.373], [1.187, -1.957, 1.796], [2.942, -0.173, 1.590], [4.166, 0.286, 1.137], [5.298, -2.554, -0.312], [3.123, -3.373, 0.517], [1.177, -3.029, 2.012], [0.816, -1.420, 2.669], [2.283, 0.507, 2.118], [4.471, 1.310, 1.305]]
}

Question: Number 3 is which compound?
Answer: C18H18IN5O2RuS